Computed, not measured: 2 unconnected molecules or ions with the total composition C7H14N3 in a non-equilibrium geometry, with ωB97M-V/def2-TZVPD.

```
24
Properties=species:S:1:pos:R:3:forces:R:3
H 5.4261 -0.9349 0.1283 -1.5 0.4 -0.1
N 4.4728 -0.5187 0.0402 1.3 0.4 0.0
H -2.8118 1.2641 -1.2259 -0.2 0.8 -0.6
H -2.6006 -1.8765 0.2841 0.7 -1.9 0.3
C 4.2493 0.8564 -0.1113 -2.9 -1.3 -0.6
C 2.2455 -0.2919 -0.0263 0.0 0.4 -0.6
C -3.3528 1.1794 -0.2896 -2.7 -0.3 -3.6
H -2.7555 0.2207 1.3525 -0.1 0.0 -0.8
H -0.9846 0.4176 0.3158 -0.7 -1.4 -0.9
H -3.8780 -1.3757 -0.7961 0.1 0.3 -0.7
C 3.3147 -1.1714 0.0609 -0.7 -2.8 1.4
H 2.2719 1.9192 -0.5034 1.3 -0.9 0.6
C 0.8296 -0.5908 0.0542 0.0 -1.0 0.1
H 5.0065 1.5436 -0.3218 1.1 0.7 0.0
C -3.3909 -1.2119 0.1454 -2.3 0.7 2.1
H 0.3722 -1.6681 0.2594 1.3 2.4 -0.3
H 3.2230 -2.2664 0.3316 0.5 1.5 -0.6
H -4.4779 1.0585 -0.6128 1.9 0.1 0.9
N -2.7495 0.0902 0.3253 0.3 -1.4 3.3
H 0.2667 1.2747 -0.2852 1.2 1.7 -0.5
C 2.8793 1.0116 -0.2172 -0.7 0.7 -0.1
N -0.0425 0.3682 -0.1217 0.0 -1.2 1.3
H -3.2600 2.0488 0.2581 0.2 1.9 1.1
H -4.2534 -1.3468 0.9555 1.8 0.0 -1.6
```
Positions in Å, forces in eV/Å.

**HOMO**: -12.512 eV
**Net charge**: +1
**Molar mass**: 140.21 g/mol
**Relative energy (zero: lowest compared OMol25 entry of this formula, charge and spin)**: 2.407 eV
**Lowest unoccupied orbital energy**: -4.22 eV
**DFT total energy**: -11948.5128 eV



Computed, not measured: a molecular structure, C11H16Cl2INO2PPb in a non-equilibrium geometry, with ωB97M-V/def2-TZVPD.

```
35
Properties=species:S:1:pos:R:3:forces:R:3
C 1.9425 2.7858 0.1537 0.3 0.7 0.7
C 3.7885 -6.2854 -0.8763 0.6 -0.5 0.4
Cl -6.2637 -0.5337 0.6697 0.2 -0.1 -0.1
H 2.4215 2.4116 1.0706 0.0 0.1 -0.3
H 3.0876 -0.0278 -0.4033 -0.1 0.2 -0.2
I 1.8418 -3.8908 -1.0311 0.0 0.2 0.5
C -5.1110 1.5402 1.9157 0.7 0.2 -0.1
H -4.1352 3.2191 2.8657 0.1 -0.2 -0.4
H -0.2075 2.9144 -2.0626 0.3 -0.2 -0.1
N -2.6521 1.0458 0.8221 1.1 -1.5 -1.5
C 2.5661 0.3806 -1.2826 0.5 -0.5 0.0
H -2.0340 2.8281 1.8446 -0.1 -0.6 -0.7
C -4.9286 0.4633 1.0355 -0.4 0.1 0.2
H -6.0561 1.7315 2.3981 -0.2 -0.2 -0.1
C 0.5682 2.1675 -2.2907 -0.4 0.4 -0.6
C -3.6704 0.2005 0.5153 -0.2 0.2 0.3
Cl -0.6736 -1.1596 -1.6686 -0.7 -1.6 -2.4
C 3.3770 -5.1060 -0.0399 2.0 -0.6 2.6
H 2.7039 3.2803 -0.4740 -0.2 -0.1 0.3
Pb -0.5176 0.0207 0.3022 -1.3 -1.9 -1.0
H -3.4954 -0.6927 -0.1080 0.0 0.7 0.3
H 1.1799 3.5250 0.4412 0.2 -0.1 -0.2
C -4.0317 2.3777 2.1760 -0.9 -0.1 0.1
O 3.7943 -4.7954 1.0569 -2.0 -0.1 -3.4
C -2.8222 2.1163 1.5696 -0.4 1.3 1.2
P 1.2433 1.4759 -0.7988 0.4 0.5 -0.8
H 3.2786 0.9723 -1.8833 -0.2 -0.3 0.2
H 2.9127 -6.9099 -1.0679 -0.1 0.1 0.1
C -0.2940 1.2239 1.9742 1.0 9.1 13.1
H 4.1751 -5.9270 -1.8332 -0.1 0.2 0.0
H 0.1284 1.3845 -2.9225 0.2 0.2 0.1
H 1.3969 2.6590 -2.8290 -0.3 -0.1 0.1
H 4.5644 -6.8691 -0.3454 -0.4 0.4 -0.2
O -0.2622 1.9322 2.9860 0.1 -6.3 -8.2
H 2.1847 -0.4586 -1.8798 0.1 0.3 0.1
```
Positions in Å, forces in eV/Å.

**HOMO (alpha / beta)**: -17.859 / -17.858 eV
**Net charge**: +3
**Molar mass**: 630.24 g/mol
**Relative energy (zero: lowest compared OMol25 entry of this formula, charge and spin)**: 1.993 eV
**Lowest unoccupied orbital energy (alpha / beta)**: -12.36 / -13.92 eV
**DFT total energy**: -64900.2677 eV



Computed, not measured: a molecular structure, C33H92N8O9 in a non-equilibrium geometry, with ωB97M-V/def2-TZVPD.

```
142
Properties=species:S:1:pos:R:3:forces:R:3
H 18.6661 -28.9370 -5.5394 -0.3 0.1 1.1
H 17.3099 -20.5426 -8.0314 -0.2 0.0 -0.8
H 20.0367 -29.6289 -8.9720 0.5 0.2 -0.2
H 14.0742 -23.6845 -4.3418 -0.4 0.6 0.2
C 17.6788 -28.5696 -5.2592 1.5 -2.7 0.7
H 18.2995 -23.2584 -2.4788 -2.2 -2.0 0.9
H 16.3314 -29.1649 -4.0073 -0.6 -0.7 1.4
C 20.6129 -27.1955 -5.8363 0.8 -0.2 -1.8
H 17.4357 -21.5202 -4.6924 -1.7 1.5 0.3
H 11.1880 -26.1276 -5.0484 0.8 0.4 0.5
H 20.4449 -27.5149 -4.8078 0.5 -0.9 -2.0
O 14.9765 -22.2057 -8.6666 0.8 0.7 -1.7
H 16.9742 -22.6000 -3.4248 0.8 -1.8 2.6
H 12.9402 -21.3754 -6.8513 -0.2 1.2 -0.2
N 10.6288 -27.6522 -6.0914 -0.4 -0.6 -0.9
H 20.7838 -20.8847 -6.0554 0.7 -0.3 0.0
H 16.6634 -23.5917 -1.9885 -0.5 -0.5 0.0
H 20.4817 -25.3351 -6.9096 -0.9 -1.2 -0.7
H 18.8108 -21.6926 -6.5852 -4.6 -4.6 -6.1
O 17.1152 -19.0192 -3.6024 -0.1 -1.5 -1.4
H 18.9105 -30.2903 -7.9132 -0.2 -0.1 0.7
O 20.5953 -29.4081 -6.9786 -0.5 -0.5 0.3
H 16.3589 -28.2754 -8.2826 -0.1 0.1 0.0
H 11.7140 -27.9810 -3.5071 -0.2 -0.4 -0.3
H 17.3406 -25.6522 -5.7263 1.1 0.0 0.5
C 19.9873 -30.1602 -8.0215 -0.3 0.0 -0.4
H 19.0674 -25.8027 -5.9676 2.2 -2.1 0.8
H 16.0901 -25.8188 -6.7089 -1.9 0.5 0.6
H 17.1445 -17.0330 -3.0650 -0.4 0.3 -0.5
C 17.3028 -23.4747 -2.8634 -1.1 -2.6 1.6
C 20.1573 -25.8077 -5.9825 -2.5 -1.5 -1.0
H 16.3372 -30.9249 -5.3350 0.1 -0.3 -0.4
H 17.9667 -31.1215 -5.1659 0.1 -0.9 -0.5
C 20.2449 -22.9894 -6.5371 3.1 1.5 2.8
H 18.0016 -24.4280 -4.6659 -0.1 0.2 1.5
H 13.7507 -23.8566 -8.1037 0.8 -0.3 -1.0
H 17.9594 -23.5596 -8.5183 -0.8 -0.2 0.4
C 14.4904 -24.0468 -5.2819 -6.5 5.1 -5.1
C 17.4681 -18.0200 -2.7345 -0.5 1.7 0.4
C 17.5878 -26.0373 -3.3528 1.2 2.1 1.3
O 20.0490 -21.6189 -4.3249 0.4 -0.9 -1.1
H 18.5462 -17.8740 -2.6682 0.0 -0.8 0.1
O 14.1267 -26.3225 -6.1342 0.8 -1.9 1.3
H 19.0112 -22.3474 -8.6695 -1.7 1.2 -0.6
H 18.0468 -28.6666 -2.4536 0.3 0.2 0.1
H 12.4955 -25.5704 -7.0534 -0.1 -0.7 -0.5
H 21.5842 -24.6694 -6.3357 1.3 1.4 -0.6
C 15.2024 -26.3280 -7.0843 -6.0 1.1 -0.2
O 17.0465 -23.7154 -6.2502 1.8 -5.2 -3.6
H 20.1462 -27.1335 -3.7294 -0.2 0.9 1.6
H 20.4349 -31.1472 -8.1378 0.2 0.2 0.3
H 13.1524 -22.3262 -7.8554 1.6 -1.0 -2.4
H 19.0866 -21.1825 -6.1391 4.7 6.2 5.9
H 12.7828 -28.7604 -4.7835 -0.2 -0.2 0.2
N 15.9557 -24.6286 -4.5971 10.0 -7.2 11.8
H 13.2247 -22.9484 -9.5473 0.4 0.4 -0.4
H 15.6722 -22.8994 -6.9594 0.0 1.1 -0.9
H 22.3665 -23.1573 -6.6895 0.3 0.4 0.7
H 17.9449 -27.7351 -7.8399 0.1 -0.6 -0.5
H 11.6920 -21.0621 -8.2364 0.6 0.2 0.1
H 11.8457 -23.2001 -5.0400 0.6 -0.2 0.7
H 16.1896 -22.4087 -5.4262 -0.7 2.5 0.7
H 11.9447 -24.7169 -6.0995 -0.4 1.2 1.3
C 11.9177 -21.4073 -7.2274 -1.4 -0.6 1.7
H 16.9907 -18.0821 -1.7566 0.2 -0.5 0.4
H 17.6470 -26.7790 -4.1494 -0.2 2.1 1.7
H 18.0736 -30.3830 -2.2804 -0.4 -0.2 -0.3
H 10.2927 -27.1085 -6.8734 -0.5 0.9 0.2
C 13.7386 -22.8804 -8.5885 0.6 0.8 0.5
H 11.9284 -23.4711 -7.9565 -0.9 0.2 -0.2
C 20.0241 -26.1121 -3.3689 -0.3 0.5 2.0
H 15.3402 -24.1630 -3.9456 0.9 -0.5 1.1
H 20.4780 -25.0765 -5.2404 0.2 -1.0 -1.5
C 17.9332 -22.4926 -8.7393 -1.0 -0.1 -1.7
H 16.7161 -26.2250 -2.7260 0.5 -0.7 0.7
H 17.6706 -22.4484 -9.7963 -0.7 0.3 0.0
H 20.0631 -27.6628 -7.8454 -0.2 0.2 -0.4
N 17.0994 -30.9622 -4.6734 0.3 0.3 -0.1
H 14.6011 -25.1310 -5.2653 -4.0 2.5 -1.5
N 22.0019 -26.9784 -6.0450 2.7 -2.6 0.3
H 11.3253 -20.8047 -6.5388 -0.4 0.0 0.2
H 17.5539 -25.3916 -7.2938 0.9 0.8 -1.0
H 15.4051 -19.7105 -2.8085 -0.6 -0.2 -0.1
C 17.3022 -29.6255 -4.1900 -1.3 1.6 0.0
C 18.2508 -29.5860 -3.0025 -0.5 0.5 0.8
H 16.6776 -26.7948 -7.2122 3.1 -2.4 -1.0
H 9.6356 -22.7083 -6.3395 -0.2 0.1 0.1
C 11.5099 -22.9152 -7.1175 -1.1 0.1 -0.5
H 13.2260 -27.2825 -3.9394 0.2 0.0 -0.1
H 15.4764 -23.6660 -5.5480 -6.2 1.9 -2.4
C 12.7990 -26.4939 -6.5603 0.3 -1.3 -0.6
C 17.2635 -24.6342 -3.8908 1.1 -0.6 2.6
H 18.9208 -28.1897 -6.5485 1.6 0.0 -1.8
H 17.7502 -22.6619 -6.2026 0.5 1.1 0.0
O 13.6087 -23.4938 -6.2901 -2.3 -1.2 3.2
C 12.3863 -27.8406 -4.3536 0.1 1.2 -0.4
H 16.0523 -22.1980 -3.8194 -2.4 2.1 -0.4
H 19.5585 -23.7692 -6.2071 0.1 2.1 -0.8
O 18.8510 -26.0300 -2.5884 -2.0 0.0 0.0
H 15.5921 -25.5677 -4.6740 1.8 -0.7 0.7
H 18.8632 -24.6651 -6.3150 -3.3 0.3 -0.5
N 10.0619 -23.1123 -7.1612 -0.1 -0.7 1.2
H 22.2513 -26.6497 -6.9668 -0.6 0.7 -0.3
C 15.5148 -20.3530 -4.9445 2.7 -0.6 0.2
C 19.9582 -28.1620 -6.8821 1.0 2.2 0.3
O 16.8599 -28.6862 -6.3764 -1.8 -0.8 0.3
C 20.0179 -21.6004 -5.7568 4.8 0.0 1.5
C 16.9247 -27.8255 -7.4668 5.9 -0.8 -1.4
C 15.7187 -19.3163 -3.7752 0.7 -0.1 -0.8
H 19.3266 -29.6418 -3.1687 0.0 0.1 -0.7
C 21.5571 -23.6031 -6.1114 1.6 -0.2 -0.2
N 16.0093 -19.9117 -6.2614 0.7 5.5 2.0
H 21.0308 -22.0889 -8.2603 0.4 0.4 0.9
H 16.6054 -23.7449 -5.3981 1.1 -1.1 0.6
H 14.4755 -20.6739 -5.0152 -0.3 0.4 0.1
H 16.1942 -20.7156 -6.8443 0.9 3.6 1.5
H 19.1892 -22.4599 -2.6954 1.7 1.4 -0.6
C 16.3501 -21.6183 -4.6931 -2.5 -0.3 1.9
N 20.2836 -22.6739 -7.9146 2.2 -0.8 -0.7
H 20.3975 -23.4901 -8.4983 -0.3 -0.5 0.0
C 15.7254 -21.9375 -7.4693 -2.9 -4.8 -2.7
H 21.6954 -23.6919 -5.0339 0.4 1.0 0.2
H 22.3208 -27.9292 -6.1647 1.2 -0.5 0.5
H 9.5291 -22.7899 -7.9564 0.6 0.2 -0.2
H 14.7862 -25.7422 -7.9038 0.7 0.2 -0.7
C 12.2151 -23.6715 -5.9507 -0.5 1.6 -2.3
H 19.3784 -23.6210 -3.9425 0.7 0.3 -0.4
N 17.8080 -21.6882 -6.4648 0.2 1.9 -3.6
H 10.8771 -28.4727 -6.6254 0.6 -0.7 0.5
C 11.7418 -26.9738 -5.4552 0.7 -0.1 -0.7
C 19.1556 -22.5666 -3.7796 2.5 2.3 -0.3
H 20.0713 -25.3864 -4.1808 -0.9 -1.0 2.2
H 18.1160 -22.3391 -4.0155 2.7 -0.1 -0.6
H 16.9948 -19.7024 -6.1899 0.1 1.2 1.1
H 15.1730 -18.4060 -4.0236 -0.1 0.2 0.1
C 17.7975 -24.8899 -6.3573 -2.7 1.1 -2.7
H 15.3448 -21.1766 -6.7879 -3.7 -3.4 -2.0
H 20.8642 -25.8210 -2.7384 0.0 -0.4 0.4
H 15.5032 -27.3172 -7.4292 -4.1 1.3 0.8
H 17.6987 -27.5900 -4.7815 0.3 -2.0 -1.9
C 17.1992 -21.5893 -7.7481 -0.2 -1.7 -1.8
H 12.9222 -27.2511 -7.3347 -0.9 -0.5 -0.2
```
Positions in Å, forces in eV/Å.

**HOMO**: -7.506 eV
**Molar mass**: 745.15 g/mol
**Relative energy (zero: lowest compared OMol25 entry of this formula, charge and spin)**: 48.147 eV
**Lowest unoccupied orbital energy**: 0.33 eV
**DFT total energy**: -66008.8201 eV



Computed, not measured: 2 unconnected molecules or ions with the total composition C4H12, with ωB97M-V/def2-TZVPD.

```
16
Properties=species:S:1:pos:R:3:forces:R:3
H 2.6029 -0.5640 -0.7447 0.3 0.2 0.1
H 1.2075 0.2639 -0.0574 0.0 0.0 -0.1
H -0.4441 -0.9944 2.2998 -0.1 -0.1 0.0
H -1.9959 -0.5086 3.0093 0.0 -0.1 0.2
C 1.6116 0.7774 -2.1394 -0.5 -0.3 0.0
H 1.9993 1.7504 -1.8551 0.3 0.0 0.0
H 1.0435 -1.1181 -1.1481 -0.2 0.3 -0.2
H -1.9759 -1.7484 1.7571 0.2 0.0 0.1
H 2.1954 0.3634 -2.9597 0.0 0.2 -0.1
H -1.2158 0.0276 0.0745 0.1 -0.3 0.2
C 1.6047 -0.1934 -0.9658 0.1 -0.4 0.2
H -2.7591 0.3469 0.7801 0.0 0.4 0.2
H -1.2636 1.2105 1.3301 -0.3 0.2 0.2
C -1.5017 -0.8229 2.0928 -0.2 0.3 -0.5
H 0.5926 0.9492 -2.5022 0.1 0.0 0.0
C -1.7012 0.2604 1.0286 0.3 -0.3 -0.4
```
Positions in Å, forces in eV/Å.

**HOMO**: -11.705 eV
**Molar mass**: 60.14 g/mol
**Relative energy (zero: lowest compared OMol25 entry of this formula, charge and spin)**: 0.068 eV
**Lowest unoccupied orbital energy**: 1.14 eV
**SMILES**: CC.CC
**DFT total energy**: -4342.4601 eV



Computed, not measured: C15H16N2O4S in the gas phase in a non-equilibrium geometry, with ωB97M-V/def2-TZVPD.

```
38
Properties=species:S:1:pos:R:3:forces:R:3
C 0.3367 -2.0934 4.1574 0.2 0.1 0.1
C 4.1354 1.9045 -4.0152 0.1 -0.2 -0.1
H 3.6891 3.3921 -2.4571 0.0 0.1 0.2
H 0.1210 3.7451 -3.9175 0.0 0.1 0.1
C 0.9101 3.6382 -3.1695 -0.1 -0.1 0.3
C -0.6324 -0.9400 1.7902 0.0 0.1 -0.1
C -2.4723 -2.4943 1.8186 0.0 0.1 -0.2
C -2.9525 -4.2265 3.4416 0.0 -0.3 0.4
H 3.8079 0.5568 -5.7107 0.1 -0.1 -0.1
C -2.2412 -0.8885 0.0151 0.2 0.1 0.1
C -0.3618 0.7415 -0.0295 0.6 0.7 0.2
C 3.4502 1.2792 -5.0045 -0.3 0.0 -0.1
N 0.3304 1.5780 0.7927 0.3 0.1 0.2
N -0.4182 0.7336 -1.3069 -1.0 -0.8 -0.6
C -2.9142 -1.9235 0.6252 0.1 -0.1 0.3
O 0.2365 1.6620 -2.1336 0.5 -0.2 0.2
C 3.3275 2.8002 -3.2795 -0.3 0.1 -0.1
H 5.1784 1.7382 -3.8132 0.2 -0.1 0.0
H -2.9461 -3.5876 4.3269 0.0 -0.1 -0.1
C 2.0419 2.8446 -3.7242 0.1 -0.2 -0.5
O -0.8526 -2.5642 3.5757 -0.3 0.0 -0.3
H 0.4873 -2.7098 5.0428 0.0 0.1 0.0
H 0.2522 -1.0447 4.4614 0.0 0.0 0.0
H -3.8140 -2.3309 0.1927 -0.1 0.0 0.0
C -1.0902 -0.3785 0.6011 -0.3 -0.3 0.1
H 0.0734 1.5520 1.7668 -0.1 0.0 -0.1
H -1.9911 -4.7365 3.3567 -0.1 0.0 0.0
S 1.8040 1.7681 -5.0584 0.5 0.2 0.4
C -1.2956 -1.9908 2.4081 -0.1 -0.1 0.1
H 1.2369 4.6331 -2.8601 -0.1 -0.1 0.0
O -3.2637 -3.4999 2.2737 0.0 0.3 -0.2
H 0.5181 2.5095 0.4384 -0.1 -0.2 0.0
H 1.1926 -2.2131 3.4857 0.0 0.0 0.0
O -0.1093 3.5812 -0.9841 -0.1 -0.1 -0.2
C 0.2834 2.9664 -1.9506 0.0 0.8 0.1
H -2.5936 -0.4662 -0.9102 -0.1 0.0 -0.1
H 0.2841 -0.5700 2.2212 0.1 0.0 0.1
H -3.7484 -4.9656 3.5331 0.1 0.0 0.0
```
Positions in Å, forces in eV/Å.

**HOMO**: -8.119 eV
**Molar mass**: 320.37 g/mol
**Relative energy (zero: lowest compared OMol25 entry of this formula, charge and spin)**: 3.675 eV
**Lowest unoccupied orbital energy**: 0.66 eV
**SMILES**: COc1ccc(/C(N)=N/OC(=O)Cc2cccs2)cc1OC
**DFT total energy**: -37817.7002 eV